Arrangement P

This record from OMol25 describes C2H4O3S as an isolated structure. The level of theory is ωB97M-V with the def2-TZVPD basis set.

Values from the calculation:
multiplicity = 1
molar mass = 108.12 g/mol
HOMO-LUMO gap = 9.7 eV
LUMO energy = 0.09 eV
total charge = 0

The geometry in XYZ format:
```
10
Properties=species:S:1:pos:R:3:mulliken_charge:R:1
C 1.71543 -1.14573 0.23887 0.02
C -1.31661 1.53080 0.12731 -0.57
O -1.06306 -1.00726 0.52922 -0.61
O -0.50412 -0.11114 -1.83428 -0.54
O 1.39637 -0.07779 -0.22304 -0.38
S -0.84853 0.12095 -0.43473 1.00
H 2.67908 -1.71399 -0.03823 0.25
H 0.99963 -1.56188 1.04150 0.21
H -1.68133 1.57673 1.10240 0.32
H -1.37686 2.38930 -0.50902 0.30
```


Arrangement Q

This record from OMol25 describes one molecule with the formula C2H4O3S. The level of theory is ωB97M-V with the def2-TZVPD basis set.

Values from the calculation:
multiplicity = 1
molar mass = 108.12 g/mol
HOMO-LUMO gap = 8.3 eV
LUMO energy = -0.31 eV
total charge = 0
SMILES string = C=[S@](=O)(O)C=O

The geometry in XYZ format:
```
10
Properties=species:S:1:pos:R:3:mulliken_charge:R:1
C 0.16930 1.56771 0.38293 -0.86
S -0.47797 0.04968 0.01920 0.91
O -1.50009 0.21068 -0.98881 -0.58
O -1.05230 -0.43178 1.37451 -0.42
C 0.62384 -1.09242 -0.85908 0.04
O 1.33780 -1.93521 -0.45570 -0.40
H 0.70028 1.76813 1.31672 0.32
H 0.49295 1.82023 -0.56738 0.31
H -0.87982 -1.23573 1.65148 0.32
H 0.58599 -0.72129 -1.87387 0.36
```


Stability summary: most stable arrangement P, least stable arrangement Q.


Arrangement P

This record from OMol25 describes one molecule with the formula C3H5FOS. The level of theory is ωB97M-V with the def2-TZVPD basis set.

Values from the calculation:
multiplicity = 1
molar mass = 108.14 g/mol
HOMO-LUMO gap = 9.0 eV
LUMO energy = -0.17 eV
total charge = 0
SMILES string = C=C=[S@@](C)(=O)F

The geometry in XYZ format:
```
11
Properties=species:S:1:pos:R:3:mulliken_charge:R:1
C -0.08872 -1.57494 -1.67646 -0.42
C -0.84131 -1.29756 -0.55062 -0.27
S -0.66722 -0.00233 0.57014 1.02
C 0.69469 1.42183 0.80876 -0.87
O -1.91356 0.74941 0.86051 -0.54
F -0.28776 -0.94947 1.94729 -0.29
H -0.48223 -2.41431 -2.30398 0.20
H 0.76612 -1.03982 -2.09243 0.25
H 0.34090 2.38831 1.12137 0.34
H 1.12431 1.48417 -0.27616 0.24
H 1.35479 1.23471 1.59158 0.34
```


Arrangement Q

This record from OMol25 describes one molecule with the formula C3H5FOS. The level of theory is ωB97M-V with the def2-TZVPD basis set.

Values from the calculation:
multiplicity = 1
molar mass = 108.14 g/mol
HOMO-LUMO gap = 8.3 eV
LUMO energy = -1.05 eV
total charge = 0
SMILES string = OC[C@H](F)C=S

The geometry in XYZ format:
```
11
Properties=species:S:1:pos:R:3:mulliken_charge:R:1
O 1.70753 -0.97173 -0.54782 -0.56
C 0.42979 -0.61708 0.25707 -0.45
C -0.21515 0.41163 -0.42189 0.38
F 0.52825 1.72187 -0.43041 -0.37
C -1.47011 0.60269 0.28581 -0.30
S -2.63200 -0.32948 -0.42413 -0.18
H 2.60304 -0.49366 -0.01801 0.34
H -0.01198 -1.65194 0.34284 0.26
H 0.80783 -0.25650 1.35667 0.27
H -0.29974 0.25744 -1.53098 0.28
H -1.44743 1.32675 1.13085 0.33
```


Stability summary: most stable arrangement Q, least stable arrangement P.


Arrangement P

This record from OMol25 describes a 2-piece molecular cluster, C4H10NO overall. The level of theory is ωB97M-V with the def2-TZVPD basis set.

Values from the calculation:
multiplicity = 1
molar mass = 88.13 g/mol
HOMO-LUMO gap = 8.6 eV
LUMO energy = -5.18 eV
total charge = +1

The geometry in XYZ format:
```
16
Properties=species:S:1:pos:R:3:mulliken_charge:R:1
C -0.59486 1.00771 1.20011 -1.06
C -0.76471 -0.20003 0.64365 0.49
O -0.07900 -1.30737 1.10427 -0.47
C -1.81761 -0.52910 -0.37786 -0.98
H -1.36800 1.73653 1.00138 0.34
H 0.18330 1.12233 1.94533 0.38
H -0.71369 -1.89965 1.53167 0.32
H -2.20544 0.38516 -0.82608 0.34
H -1.40672 -1.17965 -1.14926 0.29
H -2.64326 -1.03184 0.13773 0.38
C 2.20584 -0.21461 -0.90503 -0.10
N 1.60497 0.90116 -0.86495 -0.06
H 2.83763 -0.53632 -1.73040 0.31
H 2.04476 -0.94468 -0.11267 0.28
H 0.73930 1.00061 -0.20928 0.29
H 1.97750 1.68975 -1.38861 0.28
```


Arrangement Q

This record from OMol25 describes an isolated ion of composition C4H10NO and charge +1. The level of theory is ωB97M-V with the def2-TZVPD basis set.

Values from the calculation:
multiplicity = 1
molar mass = 88.13 g/mol
HOMO-LUMO gap = 11.2 eV
LUMO energy = -3.89 eV
total charge = +1
SMILES string = CC[NH2+]CC=O

The geometry in XYZ format:
```
16
Properties=species:S:1:pos:R:3:mulliken_charge:R:1
C 1.87235 -0.99555 0.66361 -1.21
C 0.79383 -0.85100 -0.37997 -0.40
N -0.45807 -0.24925 0.17343 -0.14
C -0.75104 1.18858 -0.19323 -0.54
C -2.23085 1.33103 -0.41413 0.06
O -2.96087 0.67762 0.28206 -0.41
H 2.82176 -1.32919 0.18337 0.35
H 1.63566 -1.68501 1.47433 0.36
H 2.28475 -0.04570 1.10515 0.34
H 1.10727 -0.45048 -1.35214 0.35
H 0.66822 -1.85249 -0.83696 0.35
H -1.21780 -0.83886 -0.19818 0.40
H -0.56014 -0.31143 1.20342 0.38
H -0.14440 1.46871 -1.06418 0.35
H -0.25103 1.86421 0.50330 0.39
H -2.60961 2.07882 -1.14989 0.36
```


Arrangement R

This record from OMol25 describes a 2-piece molecular cluster, C4H10NO overall. The level of theory is ωB97M-V with the def2-TZVPD basis set.

Values from the calculation:
multiplicity = 1
molar mass = 88.13 g/mol
HOMO-LUMO gap = 3.1 eV
LUMO energy = -8.92 eV
total charge = +1

The geometry in XYZ format:
```
16
Properties=species:S:1:pos:R:3:mulliken_charge:R:1
O -0.72515 -0.13803 0.43188 -0.27
C 0.01060 -0.55281 1.31709 -0.05
C 1.36602 -0.81515 0.96432 0.07
C 1.91334 -0.56143 -0.38287 -0.28
C 2.03174 0.90312 -0.83005 -1.04
N -3.72386 0.71522 -1.00996 -0.57
H -0.37621 -0.80174 2.31769 0.41
H 2.02660 -1.09107 1.78673 0.39
H 1.15035 -1.07919 -1.02130 0.31
H 2.87194 -1.03673 -0.49444 0.38
H 2.04783 1.28137 -1.84744 0.34
H 1.17706 1.41015 -0.35495 0.31
H 2.75379 1.47740 -0.22999 0.37
H -3.71328 1.61151 -0.56754 0.21
H -4.22751 0.45747 -1.83493 0.21
H -3.73806 -0.01210 -0.31420 0.19
```


Stability summary: most stable arrangement Q, least stable arrangement R.


Arrangement P

This record from OMol25 describes a 2-piece molecular cluster, C4H10NO overall. The level of theory is ωB97M-V with the def2-TZVPD basis set.

Values from the calculation:
multiplicity = 1
molar mass = 88.13 g/mol
HOMO-LUMO gap (spin up / spin down) = 8.1 / 8.1 eV
LUMO energy (spin up / spin down) = -5.24 / -5.24 eV
total charge = +1

The geometry in XYZ format:
```
16
Properties=species:S:1:pos:R:3:mulliken_charge:R:1
C 0.51603 1.99093 -0.00320 -0.86
C -0.36383 1.06183 0.41339 0.15
C -1.81698 -0.84537 0.09308 -0.93
C 1.43273 -1.15381 0.04927 -0.08
N -0.64414 -0.09265 -0.27283 -0.26
O 2.14983 -0.02821 -0.09307 -0.28
H 0.86061 2.76787 0.65728 0.29
H 0.60889 2.04282 -1.08673 0.28
H -0.81091 0.88293 1.32975 0.35
H -1.76588 -1.92257 0.07024 0.34
H -1.83522 -0.75270 1.15375 0.35
H -2.79625 -0.59318 -0.32256 0.33
H 1.40757 -1.91803 -0.73986 0.30
H 1.01996 -1.43763 1.00014 0.33
H -0.44661 -0.00618 -1.26160 0.31
H 2.48419 0.00393 -0.98706 0.37
```


Arrangement Q

This record from OMol25 describes an isolated ion of composition C4H10NO and charge +1. The level of theory is ωB97M-V with the def2-TZVPD basis set.

Values from the calculation:
multiplicity = 1
molar mass = 88.13 g/mol
HOMO-LUMO gap (spin up / spin down) = 8.7 / 8.7 eV
LUMO energy (spin up / spin down) = -5.45 / -5.45 eV
total charge = +1

The geometry in XYZ format:
```
16
Properties=species:S:1:pos:R:3:mulliken_charge:R:1
C -2.52822 -0.35472 0.03835 -1.03
C -0.94136 -0.60646 0.54599 -0.27
C 0.73844 1.37010 -0.60256 -1.01
C 2.64081 -0.69502 0.12475 -0.06
N 0.46639 0.15386 0.13520 0.13
O 1.38526 -0.76643 0.33791 -0.12
H -3.06860 0.40048 0.65149 0.34
H -2.76747 0.16165 -0.98495 0.31
H -1.06411 -0.74874 1.62973 0.29
H -0.63762 -1.56898 0.06745 0.31
H -0.19929 1.81275 -0.68198 0.34
H 1.27824 2.15128 0.00905 0.39
H 1.36486 1.27696 -1.40197 0.42
H 3.12439 -1.54663 0.37440 0.34
H -2.98410 -1.28571 0.10595 0.35
H 3.19236 0.24562 -0.34880 0.27
```


Arrangement R

This record from OMol25 describes a 2-piece molecular cluster, C4H10NO overall. The level of theory is ωB97M-V with the def2-TZVPD basis set.

Values from the calculation:
multiplicity = 1
molar mass = 88.13 g/mol
HOMO-LUMO gap = 8.6 eV
LUMO energy = -5.60 eV
total charge = +1

The geometry in XYZ format:
```
16
Properties=species:S:1:pos:R:3:mulliken_charge:R:1
C 1.19812 -0.09380 1.47009 -1.13
C 0.98077 1.02118 0.49649 0.87
C 1.37569 2.28433 0.65565 -0.88
C -0.51124 -0.21990 -1.02725 -0.33
N 0.29719 0.72670 -0.70054 -0.05
H 0.70914 -1.01862 1.14191 0.31
H 0.56262 0.06336 2.35514 0.35
H 2.20007 -0.32070 1.81451 0.31
H 1.55605 3.09423 -0.04882 0.28
H 1.61307 2.69670 1.63450 0.27
H -0.62668 -0.48743 -2.07239 0.29
H -1.14780 -0.71420 -0.29892 0.41
H 0.37804 1.50877 -1.36345 0.29
H -2.13495 -3.51833 -0.98631 0.32
H -3.30742 -2.93626 -0.31604 0.31
O -2.52120 -2.67026 -0.79410 -0.62
```


Arrangement S

This record from OMol25 describes a 2-piece molecular cluster, C4H10NO overall. The level of theory is ωB97M-V with the def2-TZVPD basis set.

Values from the calculation:
multiplicity = 1
molar mass = 88.13 g/mol
HOMO-LUMO gap = 8.2 eV
LUMO energy = -4.95 eV
total charge = +1

The geometry in XYZ format:
```
16
Properties=species:S:1:pos:R:3:mulliken_charge:R:1
C 0.20132 0.94678 -1.42356 0.24
C -1.07806 -0.31308 0.69103 0.14
C 0.04671 -0.73574 1.62742 -0.94
C 1.65352 0.91553 -1.04609 -0.70
N -2.26641 -0.72137 1.09848 -0.22
O -0.32109 0.20699 -2.37410 -0.33
H -0.46211 1.76399 -1.11621 0.41
H -0.15568 -1.49185 2.31766 0.38
H 0.60095 0.16238 2.10506 0.26
H 0.86038 -1.09164 0.79523 0.20
H 2.09135 2.03780 -0.91052 0.31
H 2.37307 0.34570 -1.65119 0.34
H 1.63834 0.52137 -0.00803 0.10
H -2.30698 -1.31520 1.86821 0.21
H -3.00830 -0.63450 0.54643 0.22
H 0.13297 -0.59717 -2.51982 0.36
```


Stability summary: most stable arrangement R, least stable arrangement Q.